Record 1
The molecule C17H18N2O3S. Source: OMol25; level of theory: wB97M-V/def2-TZVPD.

```
41
Properties=species:S:1:pos:R:3:forces:R:3:nbo_charge:R:1
C -0.86683 -5.08591 0.28741 0.21 0.25 0.26 -0.6335
C -0.23998 -4.74406 1.63095 -0.07 -0.62 -0.15 -0.0729
H -0.97477 -4.79946 2.43623 0.12 0.01 -0.06 0.1941
H 0.60108 -5.41333 1.83980 -0.18 0.12 0.06 0.2040
O 0.22961 -3.39627 1.65381 0.18 0.09 -0.10 -0.5094
C 1.45120 -3.15673 1.16854 0.30 -0.25 -0.13 0.7863
O 2.18580 -4.00657 0.72657 -0.12 0.04 0.03 -0.5971
C 1.80145 -1.72219 1.24460 0.08 0.34 0.01 -0.2388
C 3.04027 -1.31100 0.75739 -0.19 0.01 0.08 -0.0913
C 3.39431 0.02530 0.80769 -0.06 -0.05 0.02 -0.2824
C 2.48222 0.91601 1.35679 0.36 -0.07 -0.17 0.0899
N 1.30980 0.54116 1.82494 -0.04 -0.08 0.23 -0.4735
C 0.95957 -0.73383 1.77842 0.25 -0.14 -0.10 0.1036
S -0.63437 -1.08537 2.40701 -0.87 0.27 0.49 0.3006
C -1.11044 0.59221 2.93628 0.42 -0.28 -0.07 -0.6298
H -2.15880 0.51151 3.22854 0.00 -0.03 0.01 0.2465
C -0.95517 1.67408 1.86893 -0.33 -0.26 0.35 0.7079
O -0.67029 2.80720 2.17631 0.02 0.36 0.00 -0.6140
N -1.26536 1.23913 0.62084 -0.29 -0.30 -0.27 -0.6417
C -1.15807 1.91796 -0.59654 0.03 0.22 -0.14 0.2157
C -0.82376 3.26485 -0.68540 0.04 0.08 0.20 -0.2523
C -0.73542 3.86918 -1.92508 -0.05 -0.20 -0.18 -0.1956
C -0.97556 3.16272 -3.09698 0.06 0.03 -0.01 -0.0428
C -1.30782 1.81741 -2.99641 0.03 0.08 0.07 -0.1897
C -1.39758 1.19926 -1.76504 0.00 0.02 0.09 -0.2630
H -1.65367 0.14991 -1.70497 -0.02 -0.11 0.01 0.2041
H -1.49743 1.24492 -3.89319 -0.01 -0.06 -0.09 0.2072
C -0.90291 3.83872 -4.43247 -0.10 0.02 0.02 -0.6230
H -0.63889 3.12937 -5.21347 0.03 0.01 -0.09 0.2133
H -0.16933 4.64150 -4.42096 0.05 0.06 -0.07 0.2150
H -1.87153 4.27234 -4.68420 -0.02 0.06 -0.10 0.2178
H -0.47407 4.91605 -1.98129 0.04 0.11 0.00 0.2084
H -0.63295 3.82528 0.21401 -0.01 0.01 0.04 0.2530
H -1.49623 0.25602 0.53587 0.11 0.19 0.12 0.4017
H -0.51607 0.87527 3.80344 -0.09 0.14 -0.12 0.2538
H 2.68324 1.97594 1.42962 0.13 0.10 -0.05 0.2066
H 4.34534 0.36739 0.43411 0.09 0.04 -0.04 0.2267
H 3.69899 -2.06138 0.34544 0.05 -0.04 -0.03 0.2420
H -1.67236 -4.39117 0.06239 -0.10 0.02 -0.04 0.2110
H -1.26581 -6.09553 0.31841 -0.06 -0.12 -0.02 0.2188
H -0.11744 -5.02791 -0.49832 0.02 -0.03 -0.07 0.2230
```
Positions in Å, forces in eV/Å.

As for the spin multiplicity: 1. The calculation puts the LUMO energy at 0.1 eV. Its SMILES is CCOC(=O)c1cccnc1SCC(=O)Nc1ccc(C)cc1. The total energy comes out at -1392.070342 Eh. For the energy relative to the best compared isomer or geometry (same formula, charge and spin), the calculation gives 3.82 kcal/mol.

Record 2
The molecule C6H8BrNO3. Source: OMol25; level of theory: wB97M-V/def2-TZVPD.

```
19
Properties=species:S:1:pos:R:3:forces:R:3:nbo_charge:R:1
C -0.40334 -1.53204 0.91575 0.17 -0.13 0.70 0.3231
C 2.78111 1.04505 -0.23952 -0.28 0.11 -2.26 0.6928
C -1.30013 -0.75898 -0.01778 -0.16 0.70 -0.38 -0.4816
C -0.97103 0.72405 0.17420 0.50 -0.45 -0.89 -0.2475
C -0.18983 -2.78336 0.44062 -1.72 -0.32 -2.84 -0.5190
C 1.47718 0.83519 0.37783 -3.97 0.40 -2.29 0.1089
N 0.38560 1.03047 -0.38982 1.58 -0.59 0.47 -0.3903
O 3.73174 0.89294 0.69512 -0.06 0.04 -1.50 -0.6203
O 0.04604 -0.97404 1.95873 -0.12 0.17 0.34 -0.7809
O 2.84371 1.26380 -1.46039 0.90 -0.47 2.95 -0.5547
Br 0.57659 -4.13627 1.41107 0.45 -0.68 0.40 0.0613
H -1.09204 -1.22886 -1.00049 -0.62 0.99 0.15 0.2261
H -2.37353 -0.75724 0.23181 0.27 -0.64 -0.07 0.2314
H -1.75336 1.35759 -0.21283 0.24 0.42 -0.74 0.2188
H -0.98534 0.85092 1.24444 0.62 0.20 0.38 0.2586
H -0.79837 -3.02754 -0.53892 1.62 -0.15 2.21 0.1976
H 1.27257 0.43699 1.36604 0.04 0.03 0.42 0.3073
H 4.55687 0.78403 0.20279 0.50 0.18 0.19 0.5090
H 0.50015 1.10834 -1.47796 0.03 0.19 2.76 0.4594
```
Positions in Å, forces in eV/Å.

As for the spin multiplicity: 1. The calculation puts the LUMO energy (alpha / beta) at -2.2 / -2.6 eV. The total energy comes out at -3087.799817 Eh. For the energy relative to the best compared isomer or geometry (same formula, charge and spin), the calculation gives 59.30 kcal/mol.

Record 3
A structure of composition C23H17BrCl5IrNO7PTe. Source: OMol25; level of theory: wB97M-V/def2-TZVPD.

```
57
Properties=species:S:1:pos:R:3:forces:R:3:nbo_charge:R:1
Ir -0.25915 0.19844 -0.68970 -0.29 0.14 -0.40 0.9811
O -3.79043 -1.80617 -0.54496 -0.07 -0.09 -0.01 -0.6298
C -2.73652 -1.21806 -0.41221 0.05 0.21 0.01 0.7509
O -2.10497 -0.55098 -1.33446 0.23 -0.20 0.23 -0.6890
C -2.09864 -1.17596 0.98584 0.03 -0.02 0.06 0.1121
C -2.59789 -1.72147 2.15513 0.02 -0.03 0.04 -0.1928
C -1.87739 -1.52778 3.33212 0.00 0.01 -0.04 -0.1756
C -0.69632 -0.78763 3.34272 0.02 -0.01 -0.04 -0.1870
C -0.25682 -0.26824 2.14072 -0.02 0.00 -0.10 0.1004
N -0.96300 -0.49498 1.04035 -0.20 -0.01 -0.10 -0.4017
C 0.96905 0.59648 1.86714 -0.21 -0.12 0.24 0.7671
O 1.64251 0.97639 2.82189 0.19 0.07 0.13 -0.6679
O 1.18663 0.88715 0.64001 0.22 0.09 -0.21 -0.6735
H -3.52017 -2.28409 2.12539 0.00 0.00 0.00 0.2429
H -2.24277 -1.95697 4.25598 0.00 0.00 0.01 0.2165
H -0.11791 -0.62027 4.24004 0.00 -0.01 0.00 0.2452
Cl 2.89819 -0.02721 -2.22661 -0.04 0.00 -0.01 0.0340
C 1.67106 0.87184 -3.05856 -0.02 0.02 -0.06 -0.0598
C 0.41672 1.05271 -2.45855 0.18 -0.15 0.11 -0.3149
C -0.41892 1.94895 -3.12221 -0.08 0.03 0.02 0.0329
Cl -1.89963 2.40223 -2.30986 0.05 0.00 0.00 -0.0028
C -0.12453 2.53671 -4.34757 -0.03 -0.01 0.04 -0.1319
Cl -1.24102 3.60496 -5.11632 -0.03 0.01 0.01 0.0272
C 1.09304 2.25252 -4.95345 0.01 -0.05 0.06 -0.0979
Cl 1.47880 2.93393 -6.48931 0.01 0.03 -0.05 0.0281
C 2.00416 1.43172 -4.29251 -0.05 0.02 0.01 -0.0905
Cl 3.54254 1.13512 -5.01832 0.02 -0.02 0.01 0.0295
C 3.70935 1.55717 5.93759 0.00 0.00 0.01 -0.6302
C 4.61044 0.46180 5.41608 -0.02 0.02 -0.01 -0.0644
O 3.81930 -0.48318 4.68379 -0.03 -0.04 -0.01 -0.8324
P 4.06238 -0.77586 3.13023 0.05 -0.03 0.02 2.0734
O 3.09301 -1.77832 2.66483 -0.04 0.03 -0.03 -1.1214
Te 4.30158 1.31610 1.91854 -0.06 -0.11 0.02 0.0344
O 5.59076 -1.27256 3.04940 0.01 0.04 -0.01 -0.8489
C 5.87422 -2.67088 3.24986 -0.01 0.02 0.01 -0.0665
C 7.29221 -2.92377 2.79860 0.01 -0.02 0.00 -0.6209
H 4.28729 2.28188 6.51471 0.00 -0.01 -0.01 0.2027
H 2.93247 1.13841 6.57774 0.00 0.00 0.00 0.2077
H 3.22964 2.06772 5.10293 0.00 0.01 -0.01 0.2349
H 5.09162 -0.09027 6.22580 0.00 0.01 0.01 0.1740
H 5.39142 0.87606 4.77493 0.01 0.00 0.00 0.1897
H 5.15641 -3.25948 2.67844 0.00 -0.01 0.00 0.2026
H 5.74562 -2.90635 4.30980 0.00 -0.01 0.00 0.1698
H 7.40183 -2.68238 1.74164 0.00 0.01 0.00 0.2177
H 7.54770 -3.97495 2.94218 -0.01 0.00 0.00 0.2087
H 7.99470 -2.31531 3.36867 0.00 0.01 0.00 0.2062
Br 2.19616 -5.88262 -1.93205 0.01 -0.01 0.00 0.0003
C 1.49534 -4.14865 -1.56200 0.00 0.03 0.02 -0.0996
C 1.82609 -3.51943 -0.37595 0.02 -0.05 -0.02 -0.2466
C 1.31363 -2.25680 -0.11225 0.01 0.09 0.05 -0.2081
C 0.48067 -1.61513 -1.02689 0.11 0.05 -0.04 -0.0398
C 0.15439 -2.27951 -2.21036 -0.05 0.04 0.04 -0.2538
C 0.66246 -3.54255 -2.48520 0.00 0.02 0.02 -0.2448
H 2.48487 -3.99291 0.33971 0.00 0.00 0.01 0.2239
H 1.62486 -1.77808 0.80775 0.00 -0.03 -0.02 0.2280
H -0.50450 -1.80590 -2.92710 0.00 0.00 0.01 0.2319
H 0.41004 -4.04651 -3.40844 0.00 0.00 0.00 0.2186
```
Positions in Å, forces in eV/Å.

As for the spin multiplicity: 2. The net charge is -1. The calculation puts the LUMO energy (alpha / beta) at 2.1 / 0.8 eV. The total energy comes out at -7057.015009 Eh. The expectation value of S² is 0.754. For the energy relative to the best compared isomer or geometry (same formula, charge and spin), the calculation gives 0.00 kcal/mol.

Record 4
The molecule C3H4N2O4S. Source: OMol25; level of theory: wB97M-V/def2-TZVPD.

```
14
Properties=species:S:1:pos:R:3:forces:R:3:nbo_charge:R:1
C 0.12813 1.84607 -1.29245 -0.70 -0.97 4.57 -0.1449
C -0.17903 -0.26785 -0.07042 -2.46 -0.95 0.52 0.5736
C -0.44825 1.25027 0.11090 -0.64 -1.33 -2.14 0.0073
N -0.76224 1.68164 -2.18385 -1.19 0.46 -3.65 0.1615
N 1.05628 -0.72636 -0.11226 2.45 0.39 0.05 -0.3144
O -1.19281 -0.98711 -0.13323 1.67 0.36 -0.26 -0.6326
O -1.85704 1.19357 -2.37210 1.34 0.41 0.57 -0.1818
O -1.80593 1.38149 0.18881 0.13 0.77 0.33 -0.6584
O 1.36040 -2.04775 -0.42474 -0.71 -0.38 0.52 -0.5256
S 1.65030 2.39208 -1.11658 1.16 0.76 -1.29 0.1036
H -0.00505 1.64382 0.97069 1.03 0.95 0.96 0.2209
H 1.91152 -0.12510 -0.15547 -1.41 -0.79 0.14 0.4084
H -2.09204 0.71737 -0.44607 -1.08 -0.54 0.27 0.4946
H 0.83674 -2.62017 0.19244 0.40 0.84 -0.59 0.4878
```
Positions in Å, forces in eV/Å.

As for the spin multiplicity: 1. The calculation puts the LUMO energy (alpha / beta) at -1.7 / -3.1 eV. Its SMILES is O=NC(=S)[C@@H](O)C(=O)NO. The total energy comes out at -925.165522 Eh. For the energy relative to the best compared isomer or geometry (same formula, charge and spin), the calculation gives 96.50 kcal/mol.

Record 5
A structure of composition C17H29N9NaO6S2. Source: OMol25; level of theory: wB97M-V/def2-TZVPD.

```
64
Properties=species:S:1:pos:R:3:forces:R:3:nbo_charge:R:1
Na -0.28116 0.26708 -0.12999 -0.23 -0.47 -0.57 0.9005
C 0.64457 -3.81264 0.74998 -0.53 -0.13 0.85 -0.2342
C -0.93248 -4.08732 0.85404 0.17 1.45 0.71 -0.2140
N -1.78509 -3.58769 1.95307 0.79 -0.60 0.50 -0.6560
C -1.28936 -3.74036 3.30595 0.68 -0.07 0.75 -0.2775
C -0.43407 -2.64213 3.87120 -0.11 -2.27 1.59 -0.0738
N -0.01723 -1.59717 3.18731 -0.86 1.60 -2.53 -0.6347
C 1.35126 -1.26089 2.89665 -0.44 0.74 0.15 -0.2120
C 2.08220 -2.10309 1.88353 1.19 -1.90 0.16 -0.2309
N 1.25194 -2.47128 0.76949 -1.00 0.33 -1.19 -0.6862
H 0.90889 -4.27606 -0.18238 0.11 -0.32 -0.66 0.1956
H 1.10489 -4.46052 1.52469 -0.02 0.48 -0.12 0.1704
H -1.03982 -5.17863 0.80080 0.09 0.13 -0.04 0.1760
H -1.44819 -3.63298 0.02500 0.22 -0.12 -0.97 0.1872
H -2.12067 -2.63406 1.84229 0.23 -0.24 -0.41 0.3913
H -0.65782 -4.66406 3.46890 -1.01 0.28 -0.58 0.1799
H -2.10453 -3.74071 4.02874 -0.55 -0.79 -0.17 0.1911
H -0.20048 -2.81529 4.91686 0.41 0.34 0.11 0.1459
H -3.54998 2.09942 0.86101 0.54 -0.16 -0.83 0.4729
H -0.67552 -1.47858 2.37103 1.50 0.36 1.01 0.4187
H 1.89309 -1.22365 3.82652 0.41 0.10 0.46 0.1897
H 1.30390 -0.24093 2.48952 0.21 0.01 0.12 0.1804
H 2.50672 -3.09000 2.25457 -0.54 1.02 0.46 0.1642
H 3.00998 -1.55450 1.63608 -0.51 -0.05 -0.54 0.1991
H 1.59099 -2.17542 -0.15124 -0.10 -0.37 0.55 0.4104
O -3.95613 0.27930 2.69844 0.37 0.74 -0.59 -0.9271
S -2.67755 0.60705 2.12235 2.89 -1.66 -2.71 2.4905
O -1.74719 1.44793 2.84204 -0.93 -0.20 -0.03 -0.9495
O -2.84548 1.47510 0.56896 -1.43 -0.38 2.88 -0.9244
O -1.96918 -0.60084 1.48817 -1.58 2.12 0.81 -1.0916
N -3.27380 -1.78917 -3.27111 -0.24 0.45 2.53 -0.8541
C -2.87810 -1.13061 -2.09956 0.95 -0.23 0.36 0.7931
N -3.49809 -1.52731 -0.89158 0.04 -0.19 -1.73 -0.8760
O -1.97933 -0.26861 -2.12708 -1.54 -0.87 -0.04 -0.6891
H -4.08133 -2.40433 -3.25485 0.52 0.41 -0.33 0.3974
H -2.76619 -1.51226 -4.07748 0.05 -0.13 -0.66 0.4110
H -3.57345 -2.52074 -0.68114 -0.06 0.39 -0.38 0.3891
H -3.19559 -0.99646 -0.09611 0.41 0.21 0.30 0.4288
S 1.58495 -0.60550 -2.34067 -0.18 -0.03 0.06 -0.5348
C 1.51525 -0.11514 -3.98704 2.55 0.20 -2.23 0.2840
N 0.34762 0.30756 -4.57897 -2.86 -1.23 4.22 -0.6206
C 0.24529 0.97721 -5.73123 -2.15 1.88 -1.85 -0.0963
C 1.29073 1.01011 -6.55797 1.51 -0.06 -1.67 -0.3042
C 2.46174 0.43395 -6.03823 0.69 -0.15 -2.12 -0.1128
N 2.59078 -0.10480 -4.81764 -1.30 -0.37 3.39 -0.5388
H -0.52195 0.27321 -3.99184 1.52 -0.04 -0.51 0.4185
H -0.69798 1.51945 -5.89666 0.44 -0.44 -0.02 0.1801
H 1.23571 1.36659 -7.62157 0.10 -0.05 1.39 0.2045
H 3.35535 0.29447 -6.65274 -0.31 0.24 -0.08 0.1623
N 1.42195 6.89907 1.86726 1.15 0.07 -0.77 -0.8510
C 2.38532 5.84946 1.97774 -0.45 -0.13 -0.85 0.6812
O 3.46731 5.95536 2.54498 -1.91 -0.22 -0.70 -0.5727
C 1.84857 4.57879 1.27270 1.19 0.14 1.01 -0.1101
C 2.73848 3.50586 1.02304 -0.76 1.88 -0.06 -0.2119
C 2.22499 2.47179 0.29108 1.11 -0.89 -0.03 0.0461
N 0.95144 2.32643 0.06748 -1.55 -0.74 -0.48 -0.4666
C 0.09810 3.27093 0.41085 -1.55 -0.63 -0.74 0.0461
C 0.49723 4.46271 0.93682 0.30 0.89 0.50 -0.2427
H 1.86541 7.73636 2.21095 -0.08 0.35 0.15 0.3842
H 1.04313 7.08264 0.90505 0.50 -0.67 1.42 0.3923
H 3.77905 3.57097 1.28771 0.14 0.09 0.06 0.2391
H 2.82580 1.69189 -0.15274 0.38 -0.17 0.19 0.2221
H -0.97161 3.04180 0.18969 0.90 0.36 0.36 0.2192
H -0.25330 5.24127 1.10725 0.53 -0.29 0.13 0.2306
```
Positions in Å, forces in eV/Å.

As for the spin multiplicity: 1. The net charge is -1. The calculation puts the LUMO energy (alpha / beta) at 1.7 / 1.7 eV. The total energy comes out at -2568.162499 Eh. For the energy relative to the best compared isomer or geometry (same formula, charge and spin), the calculation gives 101.58 kcal/mol.

Record 6
A cluster of 2 separate species, C4H11NO2 in total. Source: OMol25; level of theory: wB97M-V/def2-TZVPD.

```
18
Properties=species:S:1:pos:R:3:forces:R:3:nbo_charge:R:1
N -1.49250 1.27512 -0.42462 -0.37 0.16 0.05 -0.8324
C -0.64423 0.27769 -0.06627 0.42 0.05 -0.33 0.6865
C 0.69625 0.26447 -0.79982 0.21 0.10 0.25 -0.3255
C 1.59364 1.47404 -0.42764 -0.50 -0.12 0.01 -0.6048
C 0.51841 0.08409 -2.30666 -0.89 -0.94 -0.28 -0.6083
O -0.91219 -0.54045 0.78750 -0.17 -0.05 0.20 -0.6150
H -1.32079 1.85271 -1.22490 0.12 0.03 -0.05 0.3906
H -2.42398 1.28069 -0.04540 0.04 -0.05 0.09 0.4024
H 1.16591 -0.62347 -0.39401 0.12 -0.20 -0.05 0.2292
H 1.16192 2.06787 0.37483 -0.06 0.08 0.03 0.2178
H 1.72985 2.11032 -1.29302 0.06 0.28 -0.13 0.2037
H 2.57135 1.15494 -0.08476 0.15 -0.14 -0.07 0.2200
H 0.30894 -0.96977 -2.54044 0.20 0.11 0.16 0.2207
H -0.36891 0.57177 -2.72718 0.28 0.42 0.19 0.2002
H 1.38036 0.36023 -2.89067 0.39 0.24 -0.05 0.2148
H -1.95199 -3.91876 4.42052 0.17 -0.05 0.33 0.4667
H -0.76098 -3.01598 4.58685 0.03 -0.11 0.23 0.4696
O -1.25107 -3.70550 5.05568 -0.19 0.18 -0.58 -0.9362
```
Positions in Å, forces in eV/Å.

As for the spin multiplicity: 1. The calculation puts the LUMO energy at 0.8 eV. Its SMILES is CC(C)C(N)=O.O. The total energy comes out at -364.256633 Eh. For the energy relative to the best compared isomer or geometry (same formula, charge and spin), the calculation gives 7.24 kcal/mol.